A single C3H6N2O2 molecule, computed with wB97M-V/def2-TZVPD.

Summary:
Gap between HOMO and LUMO in eV: 10.18
2S+1: 1
HOMO in eV: -9.397
SMILES string: [H]/N=C/OCC(N)=O
Energy above the lowest of the compared OMol25 structures with the same formula, charge and spin in kcal/mol: 42.2

```
13
Properties=species:S:1:pos:R:3:forces:R:3:mulliken_charge:R:1
O 1.28739 0.05760 -0.53370 0.0 -0.3 0.4 -0.56
O -1.19774 -0.63342 -0.58063 0.0 0.2 -0.2 -0.40
N 1.54835 -0.53723 1.59414 0.1 0.0 0.1 -0.41
N -1.00821 1.48204 -1.48021 -0.3 -0.5 0.0 -0.66
C 0.77218 -0.21028 0.53850 0.3 0.1 -0.1 0.58
C -0.82781 0.24084 -1.58436 -0.8 0.0 -0.1 0.21
C -0.75426 -0.21679 0.68997 0.2 0.1 0.1 -0.47
H -1.13845 0.77809 0.94559 0.2 -0.1 -0.1 0.30
H 1.19842 -0.96878 2.43169 0.0 0.0 -0.1 0.20
H -1.11098 -0.92043 1.45525 0.2 0.0 -0.4 0.31
H -0.46917 -0.33345 -2.44125 -0.2 0.2 0.0 0.40
H 2.51246 -0.67307 1.32712 0.0 0.0 0.4 0.25
H -0.81217 1.93487 -2.36210 0.3 0.1 -0.1 0.24
```
Positions in Å, forces in eV/Å.

A single C3H6N2O2 molecule in a non-equilibrium geometry, computed with wB97M-V/def2-TZVPD.

Summary:
Gap between HOMO and LUMO in eV: 10.23
2S+1: 1
HOMO in eV: -9.451
SMILES string: NN1COC(=O)C1
Energy above the lowest of the compared OMol25 structures with the same formula, charge and spin in kcal/mol: 71.9

```
13
Properties=species:S:1:pos:R:3:forces:R:3:mulliken_charge:R:1
O 2.38913 -0.73321 0.51288 -0.2 0.9 -0.6 -0.58
O 1.21942 1.11420 -0.01399 1.1 1.6 0.6 -0.28
N -0.81735 0.05328 -0.27650 -1.0 1.3 -0.4 0.00
N -1.37984 -0.28047 0.98508 -1.0 -0.7 -0.9 -0.61
C 0.23002 -0.82317 -0.69035 0.5 -0.5 3.7 -0.61
C -0.16415 1.33627 -0.23158 -1.3 1.7 1.5 -0.28
C 1.45643 -0.15861 0.00145 0.3 -3.8 0.9 0.62
H -0.49434 1.97561 0.71572 0.2 -1.3 -2.5 0.27
H -0.02066 -1.85610 -0.42956 0.5 0.2 -0.2 0.31
H 0.50773 -0.66928 -1.64461 0.2 0.0 -3.9 0.34
H -0.24722 1.81864 -1.21120 -0.2 0.3 0.4 0.28
H -2.00222 -1.06115 0.74384 -0.1 0.5 0.4 0.28
H -0.67696 -0.71601 1.53883 0.9 -0.3 1.0 0.25
```
Positions in Å, forces in eV/Å.

2 unconnected molecules or ions with the total composition C3H6N2O2, computed with wB97M-V/def2-TZVPD.

Summary:
Gap between HOMO and LUMO in eV: 9.37
2S+1: 1
HOMO in eV: -9.671
SMILES string: [H]/N=C\C(C=O)=N/[H].O
Energy above the lowest of the compared OMol25 structures with the same formula, charge and spin in kcal/mol: 70.7

```
13
Properties=species:S:1:pos:R:3:forces:R:3:mulliken_charge:R:1
O 0.46563 -1.39556 -1.18633 -0.1 0.1 -0.1 -0.53
O 2.41494 -0.28811 0.57145 0.5 -0.1 0.2 -0.70
N -2.15416 -0.12649 -1.36013 -0.5 -0.2 -0.6 -0.62
N 0.17529 1.19909 0.92771 0.2 -0.1 0.3 -0.66
C 0.32568 -1.02151 -0.04748 0.0 -0.7 0.1 0.03
C -0.37837 0.25714 0.29381 -0.2 0.4 -0.5 0.80
C -1.76506 0.32839 -0.26129 -0.1 0.4 0.2 -0.25
H -1.45744 -0.65827 -1.88588 0.2 0.1 0.3 0.32
H -2.47170 0.90644 0.33265 0.0 0.1 0.1 0.36
H -0.41792 2.00894 1.10861 -0.2 -0.2 -0.2 0.25
H 0.48368 -1.68226 0.82041 0.1 -0.1 -0.1 0.29
H 2.80507 -0.01622 -0.26670 -0.1 0.1 0.1 0.32
H 1.97432 0.48839 0.95313 0.1 0.2 -0.1 0.39
```
Positions in Å, forces in eV/Å.

A single C3H6N2O2S molecule in a non-equilibrium geometry, computed with wB97M-V/def2-TZVPD.

Summary:
Gap between HOMO and LUMO in eV: 8.71
2S+1: 1
HOMO in eV: -8.713
SMILES string: NC(=S)NCC(=O)O
Energy above the lowest of the compared OMol25 structures with the same formula, charge and spin in kcal/mol: 68.6

```
14
Properties=species:S:1:pos:R:3:forces:R:3:mulliken_charge:R:1
S 2.31784 2.09498 -0.86414 -1.5 -0.5 0.7 -0.36
O -1.85424 -1.04605 -1.30085 0.3 2.7 0.0 -0.54
O -1.25000 -2.24207 0.64637 -1.1 4.1 -3.0 -0.54
N 1.92516 -0.31021 0.10798 0.0 0.0 -0.4 -0.39
N -0.08048 0.88544 -0.19387 2.2 6.1 0.5 -0.26
C -1.38246 -1.14031 0.03417 0.0 -2.9 -1.2 0.72
C -0.85181 0.12411 0.64873 -4.0 -1.8 4.5 -0.64
C 1.30940 0.87763 -0.22598 3.2 -1.9 -1.3 0.14
H 2.96091 -0.47778 -0.20442 -3.1 0.5 1.0 0.25
H -0.56959 -0.42854 1.62858 1.1 1.7 -1.1 0.33
H -1.87011 -0.02556 -1.83866 0.5 -4.3 3.2 0.40
H -1.75550 0.78135 1.07685 1.7 -1.5 -1.3 0.36
H 1.27853 -1.05569 0.44045 1.4 0.4 -0.5 0.23
H -0.17767 1.96270 0.04479 -0.5 -2.7 -1.1 0.29
```
Positions in Å, forces in eV/Å.

A single C3H6N2O3 molecule in a non-equilibrium geometry, computed with wB97M-V/def2-TZVPD.

Summary:
Gap between HOMO and LUMO in eV: 10.96
2S+1: 1
HOMO in eV: -10.074
SMILES string: C=NOCOC(N)=O
Energy above the lowest of the compared OMol25 structures with the same formula, charge and spin in kcal/mol: 75.4

```
14
Properties=species:S:1:pos:R:3:forces:R:3:mulliken_charge:R:1
O 1.43440 0.73376 -0.40715 -0.8 0.4 0.8 -0.21
O -1.83501 0.29371 1.46883 -1.2 -0.6 -1.8 -0.60
O -0.79770 0.40865 -0.50096 1.0 1.6 -0.6 -0.36
N -2.56594 -0.80938 -0.49296 0.2 -1.1 -2.4 -0.37
N 1.71638 -0.23563 0.58710 -0.2 1.1 -0.7 -0.39
C 0.18499 1.36631 -0.02440 1.6 -3.6 -0.9 -0.12
C -1.80589 -0.00161 0.27319 1.0 0.7 2.5 0.70
C 2.72400 -0.89630 0.24274 0.0 -1.0 0.7 -0.31
H 2.99510 -1.63547 0.98259 0.3 -0.2 -0.1 0.27
H 0.17225 2.21495 -0.64597 -0.5 1.2 -0.4 0.26
H 3.22250 -0.81546 -0.70491 0.2 0.2 -0.3 0.31
H -3.53634 -1.02639 -0.36639 0.1 0.1 0.6 0.23
H -2.16163 -1.04944 -1.45143 -1.0 0.8 2.1 0.25
H 0.25288 1.45228 1.03973 -0.8 0.4 0.5 0.34
```
Positions in Å, forces in eV/Å.

A single C3H6N2O3 molecule in a non-equilibrium geometry, computed with wB97M-V/def2-TZVPD.

Summary:
Gap between HOMO and LUMO in eV: 10.28
2S+1: 1
HOMO in eV: -9.621
SMILES string: C[C@H](NN=O)C(=O)O
Energy above the lowest of the compared OMol25 structures with the same formula, charge and spin in kcal/mol: 72.7

```
14
Properties=species:S:1:pos:R:3:forces:R:3:mulliken_charge:R:1
O -2.10239 2.21939 0.45980 0.5 -0.9 0.3 -0.52
O 0.20276 0.62201 -2.13005 0.1 0.5 -0.3 -0.43
O -0.53167 -1.40387 -1.52590 -0.1 0.0 0.1 -0.56
N -0.26189 1.08152 0.68242 -0.8 0.5 0.4 0.08
N -1.46967 1.24545 0.10888 0.3 1.0 0.2 0.01
C 0.56531 -1.20747 1.06801 0.0 0.2 -0.2 -1.28
C -0.04674 -0.34688 -1.24865 0.9 -0.3 0.7 0.65
C 0.55318 0.02176 0.16831 -0.5 -0.9 -1.0 0.16
H 1.56498 0.40457 -0.00835 -0.1 0.0 0.0 0.24
H -0.04384 1.51818 1.58332 -0.2 0.2 -0.5 0.27
H 1.20447 -1.97410 0.63923 0.1 -0.1 0.0 0.32
H -0.12490 0.37542 -3.01011 -0.1 -0.2 0.3 0.36
H 0.93170 -0.94714 2.05859 0.1 0.0 0.1 0.39
H -0.44129 -1.60884 1.15449 -0.1 0.0 0.0 0.32
```
Positions in Å, forces in eV/Å.

A single C3H6N2O3 molecule in a non-equilibrium geometry, computed with wB97M-V/def2-TZVPD.

Summary:
Gap between HOMO and LUMO in eV: 10.78
2S+1: 1
HOMO in eV: -9.855
SMILES string: NC(=O)[C@H](O)N1CO1
Energy above the lowest of the compared OMol25 structures with the same formula, charge and spin in kcal/mol: 84.7

```
14
Properties=species:S:1:pos:R:3:forces:R:3:mulliken_charge:R:1
O 1.15549 1.19521 1.15665 -1.1 -0.5 -0.6 -0.64
O 0.59893 -0.41094 -1.55873 0.7 0.9 -0.7 -0.36
O -1.60078 -1.02906 0.52035 0.5 0.1 -0.9 -0.58
N -0.70267 0.14489 -1.27136 0.2 0.7 0.4 -0.33
N 0.81264 -0.98813 1.61809 -0.9 0.2 -0.3 -0.38
C 0.45282 0.19617 1.02669 1.3 -0.2 0.5 0.50
C -0.86423 0.14582 0.19028 -0.2 0.1 0.8 0.25
C 0.35296 0.98013 -1.81644 -0.6 -1.1 0.5 -0.05
H 0.10186 -1.70467 1.71808 0.3 0.2 -0.1 0.23
H -1.50088 -1.55879 -0.29156 -0.4 -0.1 0.5 0.34
H 0.24112 1.27874 -2.85198 -0.1 -0.3 -0.1 0.25
H -1.47371 1.00271 0.49640 0.1 0.0 -0.2 0.28
H 0.83087 1.72457 -1.19270 0.2 -0.3 0.4 0.25
H 1.59559 -0.97667 2.25622 -0.2 0.1 -0.2 0.24
```
Positions in Å, forces in eV/Å.

A single C3H6N2O3 molecule in a non-equilibrium geometry, computed with wB97M-V/def2-TZVPD.

Summary:
Gap between HOMO and LUMO in eV: 9.46
2S+1: 1
HOMO in eV: -9.758
SMILES string: C=NOCONC=O
Energy above the lowest of the compared OMol25 structures with the same formula, charge and spin in kcal/mol: 226.4

```
14
Properties=species:S:1:pos:R:3:forces:R:3:mulliken_charge:R:1
O 1.64488 0.61630 0.08145 -5.4 1.3 0.3 -0.22
O -3.59879 -0.92580 -0.04960 -0.9 0.4 -0.4 -0.51
O -0.53293 0.71247 0.93714 -1.6 1.5 -2.8 -0.34
N 1.35111 -0.73185 0.45455 11.2 -0.7 -4.3 -0.24
N -1.58839 -0.15826 0.40089 3.9 -1.5 1.2 -0.11
C 0.29400 1.05490 -0.21975 3.9 4.4 6.5 -0.26
C 2.73682 -1.11124 -0.03345 -6.0 0.8 2.7 -0.36
C -2.90750 0.05376 0.01297 1.7 0.6 -0.3 0.17
H -3.13004 1.13156 -0.37110 0.1 -1.5 1.0 0.26
H -0.94201 -1.03732 0.39885 -3.1 1.2 -0.2 0.32
H 3.59793 -0.34732 -0.45032 -2.7 -2.3 1.2 0.25
H 2.66726 -2.14006 0.20889 1.8 -1.3 -0.3 0.35
H -0.11489 0.75260 -1.03960 -2.2 -2.7 -4.9 0.45
H 0.52255 2.13025 -0.33093 -0.9 0.0 0.4 0.25
```
Positions in Å, forces in eV/Å.

A single C3H6N2O3 molecule in a non-equilibrium geometry, computed with wB97M-V/def2-TZVPD.

Summary:
Gap between HOMO and LUMO (spin up / spin down) in eV: 6.23 / 5.55
2S+1: 3
HOMO (spin up / spin down) in eV: -5.664 / -9.448
Energy above the lowest of the compared OMol25 structures with the same formula, charge and spin in kcal/mol: 95.1
<S²>: 2.009

```
14
Properties=species:S:1:pos:R:3:forces:R:3:mulliken_charge:R:1
O 1.82324 1.65259 0.64654 1.7 1.4 7.0 -0.80
O -0.57229 0.68618 1.65045 1.7 -0.4 -0.4 -0.49
O 1.54553 1.78384 -1.45012 -0.7 1.1 -6.0 -0.70
N 0.77232 -0.07940 -0.30345 -1.7 0.0 -0.9 0.14
N 1.43768 1.22655 -0.39484 -0.4 -2.5 -0.3 0.93
C -1.09060 -1.01482 0.02390 -1.9 0.7 -1.0 -0.53
C -0.43307 -0.43698 -1.25341 3.1 -0.8 1.1 -0.41
C -0.01326 -0.41103 0.95886 -1.1 -0.8 1.1 0.11
H -0.74554 0.50284 -1.70754 -0.4 -0.2 0.1 0.29
H 0.00339 -1.14235 -2.01982 -0.8 0.7 0.7 0.26
H 0.22027 1.12969 2.04856 -0.8 0.0 -0.4 0.35
H 0.54275 -1.10088 1.72798 -0.7 1.1 -1.9 0.26
H -2.16997 -0.75318 0.04545 0.8 1.2 0.9 0.28
H -1.32045 -2.04305 0.02746 1.1 -1.7 0.0 0.30
```
Positions in Å, forces in eV/Å.

A molecular structure, C3H6N2O3S in a non-equilibrium geometry, computed with wB97M-V/def2-TZVPD.

Summary:
Gap between HOMO and LUMO in eV: 10.52
2S+1: 1
HOMO in eV: -9.996
Energy above the lowest of the compared OMol25 structures with the same formula, charge and spin in kcal/mol: 57.9

```
15
Properties=species:S:1:pos:R:3:forces:R:3:mulliken_charge:R:1
S 0.64769 1.25302 0.79233 3.3 0.7 -0.7 1.10
O 0.12240 2.20292 1.73786 -0.5 -1.1 -0.4 -0.60
O -0.13174 1.38566 -0.64116 0.6 1.5 0.2 -0.37
O 2.05062 1.37496 0.43927 -1.1 -0.2 0.6 -0.63
N -0.30822 -0.86622 -1.43901 -0.7 2.1 0.6 -0.49
N -1.26565 -0.23785 0.53605 -0.6 -2.9 -3.2 -0.57
C 0.66467 -1.20720 -0.33570 0.4 0.4 -1.7 -0.52
C 0.03762 -0.52106 0.86277 3.2 -1.1 4.9 0.03
C -0.97892 0.31398 -0.82186 -2.6 -2.1 0.2 0.12
H 0.10671 -0.54190 -2.31637 0.3 -0.3 0.5 0.28
H 0.56142 -2.24986 -0.22025 0.3 -1.3 0.4 0.32
H -1.51200 0.43856 1.14545 -2.2 2.8 2.3 0.28
H 1.72048 -0.92613 -0.61620 -1.1 -0.2 0.8 0.29
H -1.95735 0.65971 -1.23381 1.1 -0.4 -0.3 0.42
H 0.24227 -1.07860 2.11062 -0.6 1.9 -4.2 0.34
```
Positions in Å, forces in eV/Å.

2 unconnected molecules or ions with the total composition C3H6N2O3S2 in a non-equilibrium geometry, computed with wB97M-V/def2-TZVPD.

Summary:
Gap between HOMO and LUMO in eV: 9.21
2S+1: 1
HOMO in eV: -8.853
SMILES string: C=NO/C=N\S.O=C(O)S
Energy above the lowest of the compared OMol25 structures with the same formula, charge and spin in kcal/mol: 31.0

```
16
Properties=species:S:1:pos:R:3:forces:R:3:mulliken_charge:R:1
S 3.28468 2.38352 -1.58623 0.0 -0.2 0.0 -0.13
S -4.11634 -1.34248 1.49527 0.0 -0.1 -0.1 -0.19
O -2.69415 -1.64447 -0.69284 0.0 0.2 0.4 -0.48
O 1.79679 0.53572 -0.06964 0.1 0.2 -0.2 -0.10
O -1.72601 -0.46134 0.96286 -1.7 -0.3 -1.0 -0.42
N 1.09999 -0.45681 0.62268 -0.1 0.1 0.5 -0.56
N 3.28632 0.68699 -1.82673 -0.2 0.1 0.3 -0.40
C 2.56243 -0.00385 -1.05963 0.2 0.0 -0.3 0.22
C 0.39376 0.06294 1.53894 1.7 0.0 0.8 -0.20
C -2.72548 -1.17249 0.40942 -0.5 -0.1 -0.2 0.61
H -0.19055 -0.61966 2.14317 0.7 0.2 0.1 0.29
H 2.50429 -1.08583 -1.14373 0.0 0.1 0.0 0.44
H 4.14629 2.62089 -2.58265 0.0 0.0 0.0 0.15
H -1.02349 -0.42945 0.29156 -0.2 -0.1 -0.2 0.33
H 0.36379 1.13581 1.72523 0.0 -0.1 0.0 0.33
H -3.59536 -0.64859 2.51473 0.0 0.0 0.0 0.14
```
Positions in Å, forces in eV/Å.

A gas-phase ion, C3H6N2OP (charge +1) in a non-equilibrium geometry, computed with wB97M-V/def2-TZVPD.

Summary:
Gap between HOMO and LUMO (spin up / spin down) in eV: 8.83 / 8.83
2S+1: 1
HOMO (spin up / spin down) in eV: -14.293 / -14.292
SMILES string: CC(=C=[N+]=N)OP
Energy above the lowest of the compared OMol25 structures with the same formula, charge and spin in kcal/mol: 15.8
Total charge: +1

```
13
Properties=species:S:1:pos:R:3:forces:R:3:mulliken_charge:R:1
P 1.95812 -1.07579 -0.43332 -0.9 -0.2 -3.1 -0.01
O 0.16161 -0.86003 -0.63251 2.2 -0.8 -0.1 -0.34
N 1.83386 2.96054 0.68666 1.2 2.2 0.5 -0.86
N 1.24207 2.01875 0.29286 -0.1 0.3 0.5 0.72
C -0.41141 0.16157 -0.13106 0.8 -0.1 -0.3 0.62
C 0.31753 1.29321 0.20471 -1.5 -1.9 -1.0 0.26
C -1.80279 -0.09283 0.14893 0.2 2.9 2.7 -1.02
H -2.45469 0.57860 -0.35968 -0.7 0.3 -0.6 0.34
H 1.76446 -2.15631 0.39897 -0.1 -0.9 0.2 0.14
H 2.79389 3.19490 0.41211 -0.2 -0.8 -0.2 0.31
H 1.94484 -1.79124 -1.82114 0.3 0.8 2.3 0.17
H -2.06228 -1.11062 0.13041 -0.3 -1.1 -0.2 0.35
H -1.76683 0.34286 1.20770 -1.0 -0.9 -0.8 0.32
```
Positions in Å, forces in eV/Å.